A 13-piece molecular cluster, C38H109N11O17 overall at a distorted geometry. Source: the OMol25 dataset; level of theory: ωB97M-V/def2-TZVPD.

Results
E: -3394.49690 Eh
gap between HOMO and LUMO: 9.033 eV

Each atom is followed by the atoms it is bonded to, with distances in Å.
Positions of all 175 atoms, in Å:
1 C -2.518 4.058 -0.978  C2 1.504, H7 1.089, H8 1.091, H9 1.097
2 C -1.533 4.522 -2.015  C1 1.504, C3 1.533, N6 1.459, H10 1.102
3 C -0.284 5.269 -1.532  C2 1.533, O4 1.412, H11 1.093, H12 1.101
4 O -0.667 6.162 -0.507  C3 1.412, C5 1.408
5 C 0.404 6.835 0.111  O4 1.408, H13 1.095, H14 1.094, H15 1.098
6 N -1.250 3.435 -2.946  C2 1.459, H16 1.020, H17 1.026
7 H -3.432 3.702 -1.452  C1 1.089
8 H -2.766 4.793 -0.211  C1 1.091
9 H -2.053 3.256 -0.394  C1 1.097
10 H -2.046 5.271 -2.640  C2 1.102
11 H 0.247 5.790 -2.333  C3 1.093
12 H 0.387 4.495 -1.130  C3 1.101
13 H 0.898 7.475 -0.628  C5 1.095
14 H 1.092 6.288 0.764  C5 1.094
15 H -0.138 7.485 0.809  C5 1.098
16 H -2.086 3.148 -3.455  N6 1.020
17 H -0.548 3.487 -3.692  N6 1.026
18 C -2.777 2.409 2.055  C19 1.514, H24 1.092, H25 1.093, H26 1.098
19 C -4.147 2.284 2.688  C18 1.514, C20 1.516, N23 1.487, H27 1.103
20 C -5.000 3.501 2.387  C19 1.516, O21 1.418, H28 1.097, H29 1.092
21 O -6.193 3.442 3.153  C20 1.418, C22 1.397
22 C -6.164 4.233 4.304  O21 1.397, H30 1.094, H31 1.102, H32 1.094
23 N -4.756 0.997 2.259  C19 1.487, H33 1.018, H34 1.015
24 H -2.799 2.537 0.971  C18 1.092
25 H -2.097 1.629 2.408  C18 1.093
26 H -2.273 3.315 2.416  C18 1.098
27 H -3.848 2.196 3.746  C19 1.103
28 H -5.277 3.362 1.336  C20 1.097
29 H -4.480 4.460 2.436  C20 1.092
30 H -5.649 5.194 4.206  C22 1.094
31 H -5.698 3.649 5.115  C22 1.102
32 H -7.131 4.489 4.747  C22 1.094
33 H -5.351 0.790 3.058  N23 1.018
34 H -3.957 0.376 2.332  N23 1.015
35 C 1.052 3.207 2.001  C36 1.526, H41 1.093, H42 1.089, H43 1.097
36 C 1.326 4.350 2.975  C35 1.526, C37 1.511, N40 1.497, H44 1.094
37 C 0.130 4.763 3.800  C36 1.511, O38 1.409, H45 1.096, H46 1.104
38 O -1.028 4.944 3.017  C37 1.409, C39 1.399
39 C -2.164 5.190 3.795  O38 1.399, H47 1.101, H48 1.095, H49 1.089
40 N 2.404 3.823 3.870  C36 1.497, H50 1.015, H51 1.013
41 H 0.631 2.326 2.491  C35 1.093
42 H 1.975 2.934 1.491  C35 1.089
43 H 0.286 3.454 1.255  C35 1.097
44 H 1.698 5.218 2.424  C36 1.094
45 H 0.328 5.664 4.392  C37 1.096
46 H -0.075 3.934 4.499  C37 1.104
47 H -1.992 5.926 4.596  C39 1.101
48 H -2.473 4.275 4.311  C39 1.095
49 H -2.976 5.675 3.256  C39 1.089
50 H 2.068 3.622 4.806  N40 1.015
51 H 2.679 2.910 3.528  N40 1.013
52 C 4.588 -0.476 2.054  C53 1.526, H58 1.090, H59 1.093, H60 1.092
53 C 3.659 -0.673 3.249  C52 1.526, C54 1.520, N57 1.447, H61 1.100
54 C 4.406 -0.418 4.548  C53 1.520, O55 1.412, H62 1.098, H63 1.099
55 O 3.635 -0.877 5.638  C54 1.412, C56 1.420
56 C 4.379 -1.078 6.831  O55 1.420, H64 1.094, H65 1.092, H66 1.087
57 N 2.548 0.241 3.096  C53 1.447, H67 1.018, H68 1.018
58 H 4.023 -0.661 1.140  C52 1.090
59 H 5.476 -1.099 2.190  C52 1.093
60 H 5.006 0.532 2.014  C52 1.092
61 H 3.319 -1.713 3.359  C53 1.100
62 H 4.694 0.638 4.641  C54 1.098
63 H 5.386 -0.914 4.542  C54 1.099
64 H 4.745 -0.101 7.159  C56 1.094
65 H 5.198 -1.773 6.633  C56 1.092
66 H 3.724 -1.468 7.605  C56 1.087
67 H 1.809 0.101 3.783  N57 1.018
68 H 2.011 0.084 2.245  N57 1.018
69 C 5.610 0.235 -4.121  C70 1.507, H75 1.089, H76 1.097, H77 1.093
70 C 5.248 -0.039 -2.685  C69 1.507, C71 1.545, N74 1.491, H78 1.096
71 C 5.768 1.035 -1.704  C70 1.545, O72 1.408, H79 1.096, H80 1.090
72 O 7.171 1.050 -1.588  C71 1.408, C73 1.418
73 C 7.701 -0.132 -1.011  O72 1.418, H81 1.090, H82 1.093, H83 1.095
74 N 3.759 -0.082 -2.611  C70 1.491, H84 1.022, H85 1.023
75 H 5.499 -0.608 -4.801  C69 1.089
76 H 6.658 0.549 -4.204  C69 1.097
77 H 5.118 1.145 -4.475  C69 1.093
78 H 5.636 -1.007 -2.345  C70 1.096
79 H 5.287 0.805 -0.747  C71 1.096
80 H 5.464 1.996 -2.118  C71 1.090
81 H 6.980 -0.711 -0.433  C73 1.090
82 H 8.540 0.131 -0.362  C73 1.093
83 H 8.167 -0.713 -1.813  C73 1.095
84 H 3.552 -0.806 -3.302  N74 1.022
85 H 3.538 -0.571 -1.739  N74 1.023
86 C -3.279 -5.324 -1.177  C87 1.532, H92 1.091, H93 1.093, H94 1.094
87 C -2.556 -4.166 -0.483  C86 1.532, C88 1.521, N91 1.489, H95 1.095
88 C -3.526 -3.034 -0.180  C87 1.521, O89 1.408, H96 1.102, H97 1.096
89 O -4.622 -3.445 0.603  C88 1.408, C90 1.420
90 C -5.586 -2.415 0.768  O89 1.420, H98 1.087, H99 1.095, H100 1.091
91 N -1.831 -4.678 0.712  C87 1.489, H101 1.019, H102 1.016
92 H -4.078 -5.836 -0.640  C86 1.091
93 H -2.581 -6.120 -1.452  C86 1.093
94 H -3.726 -4.946 -2.102  C86 1.094
95 H -1.817 -3.768 -1.186  C87 1.095
96 H -4.001 -2.699 -1.116  C88 1.102
97 H -3.076 -2.128 0.244  C88 1.096
98 H -6.372 -2.810 1.406  C90 1.087
99 H -6.008 -2.186 -0.216  C90 1.095
100 H -5.150 -1.530 1.235  C90 1.091
101 H -2.537 -4.610 1.444  N91 1.019
102 H -1.713 -5.681 0.593  N91 1.016
103 C -1.956 0.016 -5.023  C104 1.550, H109 1.092, H110 1.089, H111 1.090
104 C -3.371 0.106 -4.396  C103 1.550, C105 1.550, N108 1.453, H112 1.092
105 C -3.782 -1.199 -3.667  C104 1.550, O106 1.406, H113 1.093, H114 1.097
106 O -3.857 -2.208 -4.644  C105 1.406, C107 1.418
107 C -5.158 -2.724 -4.876  O106 1.418, H115 1.087, H116 1.101, H117 1.090
108 N -3.424 1.323 -3.603  C104 1.453, H118 1.014, H119 1.014
109 H -2.002 -0.761 -5.789  C103 1.092
110 H -1.203 -0.167 -4.259  C103 1.089
111 H -1.713 0.967 -5.496  C103 1.090
112 H -3.993 0.272 -5.278  C104 1.092
113 H -4.703 -1.031 -3.103  C105 1.093
114 H -2.982 -1.327 -2.928  C105 1.097
115 H -5.150 -3.434 -5.700  C107 1.087
116 H -5.737 -1.889 -5.298  C107 1.101
117 H -5.646 -3.039 -3.953  C107 1.090
118 H -4.389 1.573 -3.416  N108 1.014
119 H -2.935 1.359 -2.716  N108 1.014
120 C -1.997 -2.063 2.820  C121 1.533, O123 1.426, H124 1.089, H125 1.089
121 C -0.798 -1.587 3.648  C120 1.533, O122 1.424, H126 1.093, H127 1.097
122 O -0.916 -1.895 5.033  C121 1.424, H128 0.964
123 O -3.164 -1.395 3.298  C120 1.426, H129 0.964
124 H -2.100 -3.147 2.797  C120 1.089
125 H -1.851 -1.672 1.814  C120 1.089
126 H -0.745 -0.501 3.535  C121 1.093
127 H 0.029 -2.083 3.123  C121 1.097
128 H -0.131 -1.483 5.412  O122 0.964
129 H -3.105 -1.296 4.255  O123 0.964
130 C 0.061 0.613 -1.082  C131 1.514, O133 1.415, H134 1.101, H135 1.094
131 C -0.284 -0.296 0.079  C130 1.514, O132 1.422, H136 1.095, H137 1.094
132 O 0.840 -0.673 0.864  C131 1.422, H138 0.962
133 O -1.047 0.762 -1.950  C130 1.415, H139 0.987
134 H 0.835 0.122 -1.691  C130 1.101
135 H 0.513 1.571 -0.808  C130 1.094
136 H -0.740 -1.215 -0.306  C131 1.095
137 H -0.987 0.185 0.766  C131 1.094
138 H 1.081 -1.592 0.714  O132 0.962
139 H -1.028 1.616 -2.443  O133 0.987
140 C 3.755 -3.378 -1.413  C141 1.527, O143 1.411, H144 1.093, H145 1.096
141 C 3.690 -4.743 -2.095  C140 1.527, O142 1.440, H146 1.093, H147 1.096
142 O 4.960 -5.357 -1.813  C141 1.440, H148 0.964
143 O 2.481 -2.777 -1.328  C140 1.411, H149 0.979
144 H 4.426 -2.729 -1.980  C140 1.093
145 H 4.291 -3.463 -0.461  C140 1.096
146 H 3.557 -4.692 -3.179  C141 1.093
147 H 2.888 -5.373 -1.694  C141 1.096
148 H 4.908 -6.237 -2.203  O142 0.964
149 H 1.954 -3.286 -0.678  O143 0.979
150 C 2.217 -5.572 1.410  C151 1.512, O153 1.431, H154 1.093, H155 1.096
151 C 1.386 -4.340 1.685  C150 1.512, O152 1.416, H156 1.094, H157 1.097
152 O 0.761 -3.804 0.533  C151 1.416, H158 0.984
153 O 1.462 -6.550 0.687  C150 1.431, H159 0.959
154 H 2.578 -6.056 2.322  C150 1.093
155 H 3.106 -5.285 0.837  C150 1.096
156 H 1.982 -3.558 2.167  C151 1.094
157 H 0.582 -4.532 2.406  C151 1.097
158 H -0.136 -4.194 0.420  O152 0.984
159 H 1.966 -6.755 -0.103  O153 0.959
160 C -0.339 -3.878 -3.820  O161 1.233, N162 1.362, N163 1.362
161 O 0.431 -4.840 -3.874  C160 1.233
162 N -1.612 -3.944 -4.300  C160 1.362, H164 1.013, H165 1.002
163 N 0.022 -2.660 -3.327  C160 1.362, H166 1.005, H167 1.005
164 H -2.171 -3.117 -4.474  N162 1.013
165 H -1.970 -4.860 -4.485  N162 1.002
166 H 0.841 -2.506 -2.765  N163 1.005
167 H -0.606 -1.886 -3.450  N163 1.005
168 C 1.488 2.206 -4.475  O169 1.238, N170 1.341, N171 1.373
169 O 0.749 3.090 -4.926  C168 1.238
170 N 1.317 0.891 -4.673  C168 1.341, H172 0.998, H173 1.005
171 N 2.494 2.499 -3.587  C168 1.373, H174 1.022, H175 1.003
172 H 1.861 0.199 -4.202  N170 0.998
173 H 0.620 0.624 -5.345  N170 1.005
174 H 3.036 1.789 -3.092  N171 1.022
175 H 2.737 3.466 -3.476  N171 1.003